--- a ---
Here is one molecule with the formula C2H3IO from OMol25. Energies are from wB97M-V/def2-TZVPD.

XYZ file:
```
7
Properties=species:S:1:pos:R:3:mulliken_charge:R:1
I -3.400 0.330 0.012 -0.133
O -1.557 -2.177 0.000 -0.335
C -1.437 -1.031 -0.014 0.301
C -0.282 -0.160 -0.014 -0.682
H -0.650 0.643 0.706 0.272
H -0.195 0.271 -1.010 0.296
H 0.829 -0.614 0.116 0.281
```

Its SMILES is CC(=O)I. Its highest occupied orbital energy is -0.3477 Ha. As for the charge: 0.



--- b ---
Here is one molecule with the formula C2H3IO from OMol25. Energies are from wB97M-V/def2-TZVPD.

XYZ file:
```
7
Properties=species:S:1:pos:R:3:mulliken_charge:R:1
I 1.224 -2.057 -0.366 -0.033
O -0.673 -0.242 -1.776 -0.478
C -0.135 -0.376 -0.656 0.458
C -0.159 0.525 0.502 -0.899
H 0.778 1.051 0.688 0.323
H -0.856 1.258 0.185 0.299
H -0.179 -0.158 1.422 0.330
```

Its SMILES is CC(=O)I. Its highest occupied orbital energy is -0.3599 Ha. As for the charge: 0.



Computed stability ranking, most favorable first: b, a



--- a ---
Here is one molecule with the formula C4H7NO from OMol25. Energies are from wB97M-V/def2-TZVPD.

XYZ file:
```
13
Properties=species:S:1:pos:R:3:mulliken_charge:R:1
O 2.104 0.636 0.058 -0.568
N -1.054 0.263 1.170 -0.569
C 0.257 -1.154 -0.140 -0.833
C -0.410 0.866 -0.189 -0.636
C 0.918 0.190 -0.541 0.162
C -1.095 -0.457 -0.062 0.070
H -2.014 0.631 1.306 0.245
H -0.594 1.927 -0.274 0.467
H 0.304 -1.950 -0.873 0.287
H 0.618 -1.449 0.846 0.278
H 1.844 1.158 0.825 0.348
H -2.021 -0.805 -0.505 0.448
H 1.145 0.144 -1.623 0.301
```

Its SMILES is O[C@H]1C[C@H]2N[C@@H]12. Its highest occupied orbital energy is -0.3338 Ha. As for the charge: 0.



--- b ---
Here is one molecule with the formula C4H7NO from OMol25. Energies are from wB97M-V/def2-TZVPD.

XYZ file:
```
13
Properties=species:S:1:pos:R:3:mulliken_charge:R:1
O 0.478 1.669 0.222 -0.616
N -1.488 0.375 -1.147 -0.640
C -0.423 -0.387 -0.557 0.026
C 1.788 -0.261 0.510 -1.033
C -1.690 -0.187 0.182 -0.467
C 0.585 0.457 0.112 0.662
H 2.153 0.060 1.500 0.284
H -0.121 -1.350 -0.973 0.365
H 1.812 -1.345 0.402 0.318
H -2.397 -1.002 0.255 0.280
H -1.171 1.343 -1.034 0.363
H 2.095 0.153 -0.518 0.228
H -1.621 0.473 1.046 0.230
```

Its SMILES is CC(=O)[C@H]1CN1. Its highest occupied orbital energy is -0.3680 Ha. As for the charge: 0.



--- c ---
Here is one molecule with the formula C4H7NO from OMol25. Energies are from wB97M-V/def2-TZVPD.

XYZ file:
```
13
Properties=species:S:1:pos:R:3:mulliken_charge:R:1
O -0.976 -0.463 0.155 -0.353
N 2.510 -0.781 0.324 -0.463
C 0.190 -0.169 -0.566 0.702
C 1.466 -0.317 0.157 0.016
C 0.069 1.119 -1.367 -1.173
C -0.915 -0.627 1.557 -0.665
H -0.110 -1.302 1.877 0.328
H -0.716 0.952 -2.109 0.300
H -0.196 1.985 -0.756 0.314
H -1.872 -1.074 1.834 0.237
H 0.345 -0.975 -1.293 0.106
H -0.804 0.333 2.080 0.282
H 1.009 1.319 -1.893 0.368
```

Its SMILES is CO[C@@H](C)C#N. Its highest occupied orbital energy is -0.3789 Ha. As for the charge: 0.



--- d ---
Here is a 2-piece molecular cluster, C4H7NO overall from OMol25. Energies are from wB97M-V/def2-TZVPD.

XYZ file:
```
13
Properties=species:S:1:pos:R:3:mulliken_charge:R:1
O -1.300 -1.060 1.232 -0.584
N -0.063 1.521 2.136 -0.426
C 0.271 0.146 0.044 0.742
C -0.478 0.772 -1.078 -1.111
C 0.175 0.841 1.234 0.200
C 1.165 -1.039 -0.258 -1.185
H 0.167 1.456 -1.754 0.327
H -2.018 -0.378 1.358 0.308
H 0.692 -1.720 -0.919 0.355
H 2.160 -0.690 -0.446 0.343
H -0.973 -0.005 -1.652 0.298
H -0.988 1.680 -0.590 0.350
H 1.190 -1.524 0.692 0.383
```

Its highest occupied orbital energy (alpha / beta) is -0.3340 / -0.3888 Ha. As for the charge: 0.



Computed stability ranking, most favorable first: c, b, a, d



--- a ---
Here is one molecule with the formula C4H7NO from OMol25. Energies are from wB97M-V/def2-TZVPD.

XYZ file:
```
13
Properties=species:S:1:pos:R:3:mulliken_charge:R:1
O -1.188 -1.145 0.698 -0.483
N 2.010 -0.164 -0.225 -0.607
C -0.299 -0.101 0.205 1.010
C -0.703 1.343 0.114 -1.364
C -0.894 -1.111 -0.723 -0.454
C 1.037 -0.275 0.605 -0.328
H -0.193 -1.884 -1.189 0.213
H 0.003 1.665 -0.681 0.379
H 2.887 -0.482 0.111 0.256
H -1.805 1.518 0.040 0.350
H -0.258 2.024 0.918 0.302
H 1.029 -0.566 1.592 0.461
H -1.626 -0.820 -1.465 0.267
```

Its SMILES is [H]/N=C/[C@@]1(C)CO1. Its highest occupied orbital energy is -0.3720 Ha. As for the charge: 0.



--- b ---
Here is one molecule with the formula C4H7NO from OMol25. Energies are from wB97M-V/def2-TZVPD.

XYZ file:
```
13
Properties=species:S:1:pos:R:3:mulliken_charge:R:1
O 0.631 -0.720 0.184 -0.339
N -2.120 -0.730 -1.818 -0.383
C -0.123 1.071 1.529 -1.117
C -1.059 -1.039 -1.476 0.260
C 0.495 0.700 0.196 -0.264
C 0.310 -1.365 -1.010 -0.252
H -1.130 0.647 1.597 0.275
H 0.478 0.659 2.345 0.288
H 1.011 -1.138 -1.827 0.268
H -0.150 1.036 -0.627 0.356
H 0.363 -2.438 -0.806 0.279
H -0.189 2.157 1.651 0.364
H 1.483 1.161 0.061 0.266
```

Its SMILES is CCOCC#N. Its highest occupied orbital energy is -0.3932 Ha. As for the charge: 0.



--- c ---
Here is a 2-piece molecular cluster, C4H7NO overall from OMol25. Energies are from wB97M-V/def2-TZVPD.

XYZ file:
```
13
Properties=species:S:1:pos:R:3:mulliken_charge:R:1
O 0.121 -0.749 -0.474 -0.327
N 2.387 -0.902 -0.103 -0.631
C 1.205 -1.138 0.305 0.169
C -1.174 -1.154 -0.015 -0.743
C -0.811 2.732 0.143 -0.224
C 0.078 2.038 -0.287 -0.455
H -1.552 3.388 0.547 0.393
H 0.954 -1.638 1.249 0.344
H 1.012 1.613 -0.603 0.284
H -1.255 -1.044 1.071 0.348
H -1.369 -2.184 -0.323 0.298
H -1.922 -0.516 -0.492 0.251
H 2.325 -0.446 -1.019 0.294
```

Its SMILES is [H]/N=C\OC.C#C. Its highest occupied orbital energy is -0.3717 Ha. As for the charge: 0.



Computed stability ranking, most favorable first: b, a, c



--- a ---
Here is one molecule with the formula C4H7NO from OMol25. Energies are from wB97M-V/def2-TZVPD.

XYZ file:
```
13
Properties=species:S:1:pos:R:3:mulliken_charge:R:1
O -1.021 -1.564 1.890 -0.372
N 0.221 -0.873 1.738 -0.631
C 1.292 0.463 -0.138 -0.439
C -0.798 -0.154 -0.491 -0.405
C 0.235 -0.334 0.593 0.448
C 0.222 0.755 -1.231 -0.451
H 0.487 0.421 -2.236 0.260
H -1.714 0.334 -0.141 0.261
H -1.585 -0.946 2.370 0.317
H -1.077 -1.081 -0.999 0.250
H 2.131 -0.150 -0.482 0.234
H 1.689 1.326 0.404 0.277
H -0.082 1.804 -1.276 0.251
```

Its SMILES is ON=C1CCC1. Its highest occupied orbital energy is -0.3575 Ha. As for the charge: 0.



--- b ---
Here is a 4-piece molecular cluster, C4H7NO overall from OMol25. Energies are from wB97M-V/def2-TZVPD.

XYZ file:
```
13
Properties=species:S:1:pos:R:3:mulliken_charge:R:1
O -2.080 -0.264 0.296 -0.483
N 1.414 1.720 -1.877 -0.444
C 0.943 -0.468 0.888 -0.631
C -1.404 0.438 -0.483 -0.311
C 0.766 -0.369 -0.491 -0.355
C 1.153 0.791 -1.232 0.362
H -1.005 1.409 -0.152 0.370
H -1.206 -0.569 1.338 0.327
H 1.233 0.420 1.448 0.346
H -1.452 0.263 -1.562 0.349
H -0.372 -0.671 1.577 -0.145
H 0.744 -1.290 -1.070 0.292
H 1.265 -1.411 1.321 0.323
```

Its highest occupied orbital energy is -0.3427 Ha. As for the charge: 0.



Computed stability ranking, most favorable first: a, b